Entry 1:
# C20H26AsN4O2PtS3

A molecular structure, C20H26AsN4O2PtS3 in a non-equilibrium geometry (the ωB97M-V functional and the def2-TZVPD basis, OMol25).

Positions of all 57 atoms, in Å:
Pt1 0.730 -0.361 -0.673
O1 4.712 -0.684 3.173
C1 5.331 -0.617 1.978
C2 6.728 -0.578 1.996
C3 7.439 -0.508 0.820
C4 6.783 -0.478 -0.409
C5 5.409 -0.515 -0.434
C6 4.659 -0.581 0.746
C7 3.200 -0.585 0.664
O2 2.682 -0.435 -0.540
N1 2.474 -0.736 1.730
N2 1.109 -0.638 1.438
C8 0.332 -0.757 2.460
S1 -1.392 -0.540 2.316
C9 -1.756 -1.269 3.938
C10 -0.657 -0.830 4.887
S2 0.934 -1.104 4.060
H1 3.750 -0.718 3.024
H2 7.222 -0.610 2.955
H3 8.517 -0.481 0.854
H4 7.344 -0.432 -1.327
H5 4.883 -0.505 -1.375
H6 -1.787 -2.355 3.839
H7 -2.733 -0.903 4.251
H8 -0.659 -1.423 5.801
H9 -0.751 0.226 5.143
C11 0.491 3.269 -1.044
As1 1.186 1.681 -1.906
C12 3.057 2.064 -2.177
C13 0.468 1.832 -3.702
H10 0.707 4.128 -1.680
H11 0.968 3.401 -0.074
H12 -0.587 3.181 -0.905
H13 3.131 3.004 -2.726
H14 3.507 1.254 -2.748
H15 3.570 2.140 -1.219
H16 0.823 2.749 -4.176
H17 -0.621 1.846 -3.655
H18 0.793 0.972 -4.286
N3 -2.711 0.435 -0.915
C14 -2.615 -0.882 -1.123
S3 -1.110 -1.654 -1.213
N4 -3.718 -1.634 -1.276
C15 -5.074 -1.201 -1.258
C16 -5.488 -0.093 -1.986
C17 -6.823 0.282 -1.949
C18 -7.737 -0.451 -1.212
C19 -7.320 -1.573 -0.515
C20 -5.988 -1.952 -0.531
H19 -1.851 0.931 -0.714
H20 -3.601 0.870 -0.732
H21 -3.554 -2.629 -1.334
H22 -4.792 0.445 -2.613
H23 -7.149 1.138 -2.522
H24 -8.774 -0.157 -1.190
H25 -8.033 -2.158 0.048
H26 -5.659 -2.822 0.015

Charge ... +1
Energy relative to the best compared isomer or geometry (same formula, charge and spin) ... 149.7 kJ/mol
LUMO level (spin up / spin down) ... -3.668 / -3.669 eV
HOMO (spin up / spin down) ... -10.37 / -10.37 eV
Frontier orbital gap (spin up / spin down) ... 6.704 / 6.703 eV
2S+1 ... 1
Electronic energy ... -127803.7357 eV


Entry 2:
# CH10NO3

4 unconnected molecules or ions with the total composition CH10NO3 (the ωB97M-V functional and the def2-TZVPD basis, OMol25).

Positions of all 15 atoms, in Å:
C1 -0.367 -1.073 1.078
N1 -0.455 0.189 0.941
H1 -0.199 -1.522 2.054
H2 -0.556 -1.755 0.258
H3 -0.407 0.650 0.010
H4 -0.602 0.813 1.735
H5 -1.281 -2.608 -2.499
H6 -1.033 -3.565 -1.314
O1 -1.378 -2.696 -1.544
H7 2.560 1.722 1.954
H8 2.824 1.865 0.432
O2 2.267 1.407 1.087
H9 0.475 1.924 -1.635
H10 -1.028 2.358 -1.638
O3 -0.335 1.951 -1.105

Charge ... +1
Energy relative to the best compared isomer or geometry (same formula, charge and spin) ... 22.7 kJ/mol
LUMO level ... -4.496 eV
HOMO ... -15.23 eV
Frontier orbital gap ... 10.733 eV
2S+1 ... 1
Electronic energy ... -8824.9280 eV


Entry 3:
# C4H6N2O

A single C4H6N2O molecule in a non-equilibrium geometry (the ωB97M-V functional and the def2-TZVPD basis, OMol25).

Positions of all 13 atoms, in Å:
H1 -2.944 -0.616 -1.324
N1 -2.224 -0.019 -1.726
C1 -1.286 0.149 -0.913
O1 -0.154 0.901 -1.135
C2 0.430 0.618 0.168
C3 1.764 -0.110 0.063
C4 -0.825 -0.196 0.467
N2 -1.219 -0.816 1.488
H2 -0.417 -0.586 2.076
H3 0.536 1.541 0.758
H4 2.443 0.459 -0.581
H5 2.260 -0.222 1.036
H6 1.635 -1.103 -0.376

Charge ... 0
Energy relative to the best compared isomer or geometry (same formula, charge and spin) ... 209.3 kJ/mol
LUMO level ... 0.217 eV
HOMO ... -10.41 eV
Frontier orbital gap ... 10.623 eV
Structure (SMILES) ... [H]/N=C1/O[C@H](C)/C1=N\[H]
2S+1 ... 1
Electronic energy ... -9271.3326 eV


Entry 4:
# C27H54BeCl2N3O4Si2

A molecular structure, C27H54BeCl2N3O4Si2 in a non-equilibrium geometry (the ωB97M-V functional and the def2-TZVPD basis, OMol25).

Positions of all 93 atoms, in Å:
C1 2.782 -2.154 -3.991
C2 2.092 -1.626 -5.217
H1 2.962 -3.232 -4.082
H2 2.169 -1.972 -3.096
H3 3.757 -1.659 -3.845
C3 2.072 -2.259 -6.396
C4 2.836 -3.504 -6.701
H4 1.474 -1.857 -7.225
H5 2.786 -4.241 -5.892
H6 3.896 -3.305 -6.905
H7 2.421 -3.966 -7.603
Be1 -0.795 0.145 2.758
Cl1 1.035 -0.412 1.751
C5 -0.874 2.087 1.212
O1 -1.542 1.246 1.897
N1 -1.490 2.888 0.373
C6 -2.923 2.749 0.126
C7 -0.751 3.926 -0.329
H8 0.224 2.142 1.285
H9 -3.362 2.112 0.900
H10 -3.093 2.298 -0.864
H11 -3.373 3.745 0.144
H12 0.225 4.035 0.142
H13 -1.299 4.875 -0.256
H14 -0.613 3.673 -1.390
H15 -4.197 1.841 6.050
H16 -2.375 1.931 8.089
C8 -3.928 0.777 6.039
C9 -2.227 0.867 7.847
N2 -2.540 0.598 6.442
H17 -4.066 0.368 5.037
C10 -1.588 0.373 5.531
O2 -1.779 0.351 4.285
H18 -1.183 0.596 8.051
H19 -0.578 0.212 5.954
H20 -4.569 0.258 6.761
H21 -2.888 0.278 8.498
H22 0.378 -4.871 2.171
H23 -0.501 -2.938 0.141
C11 -0.668 -4.766 2.501
C12 -1.414 -3.328 0.607
N3 -1.225 -3.502 2.040
H24 -0.699 -4.772 3.601
C13 -1.332 -2.447 2.840
O3 -1.573 -1.290 2.405
H25 -2.231 -2.631 0.412
H26 -1.181 -2.649 3.911
H27 -1.254 -5.598 2.091
H28 -1.633 -4.309 0.176
O4 0.143 -0.672 -4.249
C14 1.325 -0.333 -4.982
C15 -0.023 0.253 -7.094
C16 1.080 0.479 -6.265
H29 -0.774 -0.487 -6.796
C17 -0.138 0.977 -8.293
H30 1.965 0.286 -4.328
C18 2.057 1.420 -6.628
H31 -1.014 0.812 -8.925
C19 0.857 1.877 -8.686
C20 1.954 2.105 -7.846
H32 2.904 1.582 -5.950
H33 0.774 2.413 -9.644
H34 2.736 2.807 -8.138
Si1 -0.961 0.072 -3.236
Cl2 1.176 -1.910 4.841
C21 -2.633 -0.564 -3.800
C22 -0.864 1.913 -3.531
C23 -0.490 -0.523 -1.547
H35 -2.778 -0.462 -4.890
H36 -3.444 -0.014 -3.306
H37 -2.750 -1.631 -3.559
H38 -0.401 -1.616 -1.574
H39 -1.251 -0.236 -0.815
H40 0.476 -0.105 -1.240
H41 -0.961 2.165 -4.600
H42 0.095 2.323 -3.184
H43 -1.678 2.426 -2.996
C24 3.564 -0.240 4.126
Si2 1.918 0.217 4.960
C25 1.816 0.116 6.906
C26 2.599 2.088 5.406
C27 0.669 1.131 3.808
H44 4.399 -0.047 4.812
H45 3.724 0.345 3.217
H46 3.598 -1.305 3.848
H47 2.743 0.495 7.365
H48 1.002 0.722 7.319
H49 1.688 -0.915 7.266
H50 2.864 2.630 4.489
H51 1.815 2.658 5.921
H52 3.483 2.050 6.054
H53 1.274 1.732 3.099
H54 0.093 1.884 4.388

Charge ... -1
Energy relative to the best compared isomer or geometry (same formula, charge and spin) ... 0.0 kJ/mol
LUMO level ... 2.096 eV
HOMO ... -1.42 eV
Frontier orbital gap ... 3.518 eV
2S+1 ... 1
Electronic energy ... -82741.6213 eV